Molecular formula: C19H24FMoN4O2S2
Method: DFT, ωB97M-V/def2-TZVPD

Geometry as XYZ:
```
53
Properties=species:S:1:pos:R:3
H -3.39 1.30 0.78
F 1.40 3.72 -4.77
C -3.11 0.74 -1.75
H -3.66 1.62 -1.41
S -1.31 1.15 -1.70
N 1.98 -1.50 2.64
H -0.79 3.03 1.52
C -1.28 2.57 -0.52
H 2.20 -1.09 -1.11
C 1.54 2.77 -3.81
C 1.75 0.84 -1.82
C -0.63 -2.98 -2.31
H 4.51 -3.06 4.18
H -3.85 0.05 1.94
C 1.48 -3.82 2.92
O -0.84 -3.89 -3.03
H -0.79 3.37 -1.08
C 2.68 -4.02 3.56
C 3.16 -1.71 3.24
H -2.80 -1.55 0.66
O 1.64 -0.31 2.29
H -3.33 0.59 -2.80
H 0.20 0.69 1.82
H -2.31 2.86 -0.33
H 3.79 -0.84 3.34
H -2.00 1.54 2.78
C -3.47 -0.52 -0.97
H 0.77 -4.61 2.76
C 1.38 0.50 -3.13
C 1.27 1.45 -4.12
C -3.05 0.39 1.28
C 2.06 2.18 -1.57
H -4.56 -0.53 -0.80
C 1.74 -0.16 -0.75
H -1.58 -0.19 2.74
Mo -0.37 -0.63 -0.24
H 2.94 -5.00 3.94
C -1.80 0.69 2.12
C 1.15 -2.56 2.41
S -0.34 -2.35 1.58
H 0.57 2.42 0.54
N -2.72 -0.61 0.27
H 1.17 -0.54 -3.35
H 2.32 0.20 0.10
N -0.43 -2.05 -1.61
H -3.20 -1.40 -1.57
C -0.49 2.28 0.76
H 2.42 2.46 -0.59
N -0.64 0.93 1.27
H 2.17 4.19 -2.34
C 1.94 3.15 -2.55
H 0.97 1.19 -5.12
C 3.54 -2.94 3.71
```

Output
Gap between HOMO and LUMO (spin up / spin down) (Ha): 0.253 / 0.251
Net charge: 0
2S+1: 2
Expectation value of S²: 0.76
LUMO (spin up / spin down) (eV): 0.0106 / 0.1944
Highest occupied orbital energy (spin up / spin down) (eV): -6.883 / -6.626

***

Molecular formula: C4H8NO3
Method: DFT, ωB97M-V/def2-TZVPD

Geometry as XYZ:
```
16
Properties=species:S:1:pos:R:3
O -0.45 -2.30 -0.86
H 1.04 1.50 -0.65
C 0.59 -1.37 -0.78
H 0.56 -0.74 1.25
H 1.50 -1.93 -0.56
O -2.12 -0.34 0.23
H -1.31 -1.86 -0.80
H 0.63 -0.78 -1.72
C 0.31 -0.22 0.31
H 2.42 0.60 1.71
C -1.11 0.41 0.17
H 2.83 1.96 0.68
C 2.01 1.38 1.09
H 1.38 2.12 1.60
O -1.11 1.60 -0.21
N 1.34 0.75 -0.06
```

Output
Gap between HOMO and LUMO (Ha): 0.296
Net charge: -1
LUMO (eV): 3.9967
Highest occupied orbital energy (eV): -4.052

***

Molecular formula: C2H5N3OS
Method: DFT, ωB97M-V/def2-TZVPD

Geometry as XYZ:
```
12
Properties=species:S:1:pos:R:3
O 0.99 -2.11 0.92
C 0.78 0.69 -0.40
N 0.77 1.90 -0.68
H -0.24 3.66 -1.08
H -1.25 2.21 -0.48
S -0.66 -0.37 -0.78
H 1.65 -2.65 1.58
H 1.97 0.17 -0.15
C -1.14 -1.77 0.54
H -2.19 -2.08 0.34
N -0.33 -2.32 1.26
N -0.35 2.68 -1.08
```

Output
Gap between HOMO and LUMO (Ha): 0.334
Net charge: 0
LUMO (eV): 0.4610
Highest occupied orbital energy (eV): -8.619

***

Molecular formula: C10H15NO
Method: DFT, ωB97M-V/def2-TZVPD

Geometry as XYZ:
```
27
Properties=species:S:1:pos:R:3
H -1.46 3.69 1.39
C -1.35 -3.14 -0.60
H -0.27 -3.17 2.55
C -0.68 -2.49 0.43
C -0.23 -1.63 -2.13
H 0.97 -1.20 1.00
H -1.48 -3.22 -2.77
H -2.11 -3.89 -0.47
C 1.27 2.51 -0.38
C -0.84 3.59 0.52
H 1.41 -0.59 -1.39
H 1.05 3.93 1.31
N 2.55 2.09 -0.07
H 2.99 2.34 0.78
H -0.24 -1.19 -3.12
C 0.64 -1.28 -1.12
H -1.71 -3.69 1.88
C 0.58 3.06 0.86
O 0.83 2.30 -1.49
H -0.67 4.40 -0.17
H 2.88 1.64 -0.90
H -1.30 2.82 -0.10
H 0.50 2.21 1.53
C -1.06 -2.74 -1.91
H -1.56 -1.96 2.29
C 0.35 -1.60 0.21
C -1.05 -2.82 1.87
```

Output
Gap between HOMO and LUMO (Ha): 0.353
Net charge: 0
LUMO (eV): 0.8017
Highest occupied orbital energy (eV): -8.794

***

Molecular formula: C33H30FN8O6PSW
Method: DFT, ωB97M-V/def2-TZVPD

Geometry as XYZ:
```
81
Properties=species:S:1:pos:R:3
C 1.01 -1.93 5.06
O -3.00 -1.16 -0.70
H -4.05 -2.74 -8.09
C 2.21 2.23 4.89
H 4.00 3.55 7.32
C -6.16 -1.35 -4.62
N -0.58 3.41 2.85
C 3.25 -2.16 -0.07
H 3.77 -4.03 -2.79
C 4.36 1.98 5.47
C -0.78 1.79 1.26
O 1.71 -2.76 1.80
H -0.16 5.29 3.57
H -4.41 -1.97 -3.17
H -1.09 1.17 0.41
C 3.93 -3.28 -2.05
N 1.16 -0.62 4.55
N 2.73 -0.66 1.60
H 0.41 0.16 -5.51
C -2.55 -0.85 -3.10
C 2.43 -2.01 1.13
C 0.80 0.25 5.55
O 5.25 0.25 1.52
P 0.34 2.02 5.14
C 2.97 3.15 7.13
H -1.78 5.05 3.08
C -2.73 -1.06 -5.94
F -0.14 1.11 -8.13
C -0.14 2.22 3.41
H 1.56 0.29 8.44
O -1.97 0.71 -1.41
O 3.48 1.31 0.00
N 2.89 1.59 3.87
C 4.19 -1.18 -0.32
H -7.15 -1.46 -5.02
C -0.84 0.22 -7.42
C -2.95 -1.05 -7.32
H 1.17 -2.81 4.51
H -4.35 -1.27 -8.90
H -2.13 0.01 -9.14
C -2.47 -0.46 -1.57
C -4.19 -1.64 -7.90
H 2.22 3.98 7.20
N 3.08 2.50 5.88
C -1.48 -0.37 -3.93
C -0.45 -0.11 -6.13
N -0.06 1.26 2.38
C -2.00 -0.29 -8.08
H -1.45 3.79 0.80
H -5.96 -0.32 -4.38
C 3.15 -3.24 -0.93
H 5.76 -0.43 -1.55
C -3.57 -1.49 -3.69
H -6.20 -1.84 -3.66
H 0.62 -2.63 7.20
N 0.59 -0.44 6.69
H 4.74 0.79 3.61
H -4.92 -2.94 -5.57
H -5.53 -0.20 -6.85
H 2.49 -4.03 -0.62
C -5.39 -1.34 -6.98
C 5.07 -1.22 -1.43
H 2.73 2.43 7.91
C -5.04 -1.86 -5.55
H -6.28 -1.90 -7.23
C -1.02 3.08 1.51
N -3.79 -1.37 -5.09
C 4.98 -2.40 -2.20
C 4.19 1.29 4.32
S 4.00 0.16 0.73
H 5.29 2.10 6.09
W 1.67 0.38 2.84
O -0.59 0.43 -3.54
C -1.51 -0.68 -5.35
H -1.25 4.37 4.63
C 0.69 -1.78 6.43
H -0.04 -0.33 8.68
H -0.01 1.19 7.86
C 0.51 0.24 7.98
H 5.72 -2.65 -2.97
C -0.97 4.56 3.59
```

Output
Gap between HOMO and LUMO (spin up / spin down) (Ha): 0.199 / 0.190
Net charge: +2
2S+1: 3
Expectation value of S²: 2.37
LUMO (spin up / spin down) (eV): -6.5047 / -6.6647
Highest occupied orbital energy (spin up / spin down) (eV): -11.906 / -11.835

***

Molecular formula: C23H37FNO5PS5
Method: DFT, ωB97M-V/def2-TZVPD

Geometry as XYZ:
```
73
Properties=species:S:1:pos:R:3
H -4.62 -3.82 -3.30
S 2.06 3.55 4.00
H 4.13 0.86 2.75
H -3.38 5.85 -1.81
O -0.26 -3.73 1.78
H 2.14 1.78 1.41
C 1.28 4.41 5.37
H -4.44 3.06 -0.94
H -0.85 0.35 1.10
H 0.21 4.24 5.30
C 2.21 1.10 -2.16
H -2.93 2.23 -0.49
H -3.16 3.94 -0.06
H -3.21 -3.10 0.23
C 1.56 -5.00 0.36
C -2.09 -1.38 0.81
H -2.90 -4.20 -1.75
S -0.95 -0.95 -3.58
H 1.60 -0.50 1.05
H 3.29 -0.95 0.77
C -2.55 -2.31 -0.11
H 1.48 5.48 5.29
C -3.37 3.18 -0.81
H 3.88 5.06 4.39
S -0.16 -4.55 0.55
H -4.79 -2.71 -1.97
P -2.57 -1.42 2.54
H 4.15 1.35 -3.00
H -3.31 5.58 -3.57
F -1.98 -3.64 -3.41
H -4.16 -2.09 -3.53
H -0.61 1.62 -1.56
O -3.07 2.67 -3.39
C 0.93 0.55 -2.30
H -1.81 -6.14 1.19
C -0.87 -0.27 -0.93
C 3.75 3.98 4.44
C -2.79 -3.30 -2.36
H 1.44 -1.11 -5.21
H 1.66 4.02 6.31
H -3.35 -2.57 2.74
H 1.66 -5.71 -0.46
C 2.90 0.10 -4.22
H 4.00 0.56 -0.61
O 4.06 1.53 2.07
H 4.41 3.49 3.72
C 2.63 -0.31 1.35
H 3.67 -0.05 -4.96
H -0.21 -6.55 1.87
C 3.19 0.90 -3.12
C -2.20 -2.24 -1.46
C 0.66 -0.24 -3.41
C 3.51 1.46 -0.23
H -0.57 -6.87 0.14
H 2.12 -4.09 0.13
C -1.36 -1.20 -1.87
C 1.64 -0.48 -4.36
S -3.51 0.23 3.05
H 2.72 -0.62 2.39
C -1.24 -0.38 0.40
C 3.01 1.16 1.18
C -3.59 5.14 -2.61
H 3.96 3.61 5.45
H 1.93 -5.43 1.29
C -0.74 -6.20 0.98
O 1.90 2.10 4.25
C -4.18 -2.93 -2.85
O 2.45 1.88 -1.06
H 4.29 2.22 -0.15
H -1.37 -1.55 3.26
S -2.62 3.65 -2.37
N -0.04 0.83 -1.29
H -4.65 4.89 -2.63
```

Output
Gap between HOMO and LUMO (Ha): 0.301
Net charge: 0
LUMO (eV): 0.3881
Highest occupied orbital energy (eV): -7.798